# 1
82
Properties=species:S:1:pos:R:3:forces:R:3:lowdin_charge:R:1 method="wB97M-V/def2-TZVPD" charge=-2 gap_ev="5.437 / 4.751" multiplicity=2 homo_energy_ev="-2.0 / -2.0" s_squared=0.7589
Hg 0.411 -0.383 -1.494 0.575 -0.635 -0.988 0.86
C -0.836 -3.247 -4.225 0.088 -0.011 -0.036 -0.09
C 0.043 -3.766 -3.140 0.002 -0.062 0.040 -0.62
N 0.728 -3.029 -2.326 -0.058 0.112 -0.025 0.06
C 1.485 -3.768 -1.455 0.009 0.057 0.000 -0.35
C 1.386 -5.114 -1.616 -0.018 -0.014 0.024 -0.37
S 0.282 -5.462 -2.874 -0.033 -0.002 -0.016 1.03
C 2.341 -3.049 -0.503 -0.053 -0.034 -0.042 -0.34
C 3.261 -3.597 0.332 0.082 -0.098 0.050 -0.36
S 4.128 -2.360 1.135 0.055 -0.039 0.069 1.04
C 3.197 -1.170 0.310 -0.059 0.167 0.061 -0.63
N 2.296 -1.675 -0.470 0.193 -0.061 -0.102 0.03
C 3.434 0.291 0.485 -0.069 -0.007 -0.018 -0.06
H -1.043 -2.195 -4.036 -0.051 -0.009 0.030 0.05
H -1.774 -3.799 -4.265 -0.050 0.034 0.057 0.03
H -0.330 -3.336 -5.189 0.011 0.011 0.019 0.08
H 1.882 -5.892 -1.061 -0.026 -0.011 0.024 0.07
H 3.487 -4.638 0.491 -0.005 -0.007 -0.044 0.07
H 4.174 0.479 1.262 0.028 0.010 -0.023 0.07
H 2.498 0.790 0.742 0.003 -0.020 -0.007 0.05
H 3.777 0.708 -0.466 0.015 -0.013 -0.001 0.09
O 3.543 4.018 -5.103 0.103 0.127 0.158 0.07
C 2.956 3.325 -4.296 -0.130 -0.151 -0.144 -0.29
C 1.588 3.586 -3.709 0.047 -0.172 0.024 -0.30
O 1.000 4.655 -3.702 -0.074 -0.036 -0.161 0.07
C 1.144 2.293 -3.142 0.103 0.166 0.098 -0.34
C 2.235 1.370 -3.189 -0.094 -0.125 -0.108 -0.32
O 2.174 0.155 -2.787 0.092 0.085 0.322 -0.14
C 3.429 2.018 -3.715 0.103 0.172 0.193 -0.33
O 4.589 1.625 -3.663 -0.045 -0.080 -0.163 0.03
O 0.019 2.033 -2.644 -0.088 -0.097 -0.095 -0.14
C 0.999 -1.542 3.459 0.011 -0.038 -0.023 -0.17
C 0.266 -2.683 2.748 0.043 0.084 -0.044 -0.43
P -0.622 -2.026 1.249 -0.111 -0.106 0.475 0.93
C -1.909 -1.000 2.102 0.038 0.086 -0.024 -0.43
C -2.772 -1.659 3.173 0.031 0.075 -0.070 -0.15
C -1.619 -3.491 0.695 0.176 0.089 -0.046 -0.45
C -1.109 -4.868 1.109 -0.062 0.056 -0.001 -0.15
H 1.806 -1.909 4.098 -0.027 -0.009 0.033 0.06
H 0.314 -0.962 4.081 -0.002 0.026 -0.021 0.06
H 1.440 -0.854 2.731 0.004 0.006 0.013 0.05
H -0.411 -3.191 3.439 0.032 -0.043 0.006 0.06
H 0.985 -3.425 2.392 0.011 0.011 0.002 0.05
H -2.550 -0.602 1.310 0.016 -0.027 -0.005 0.01
H -1.377 -0.141 2.526 -0.012 0.011 -0.032 0.05
H -3.365 -2.477 2.764 0.021 -0.024 0.012 0.05
H -3.482 -0.926 3.565 0.001 -0.024 0.050 0.07
H -2.176 -2.037 4.008 -0.022 -0.004 0.020 0.05
H -1.634 -3.428 -0.395 -0.047 -0.062 0.009 -0.03
H -2.655 -3.372 1.017 -0.022 0.005 -0.071 0.05
H -0.060 -5.013 0.840 0.011 0.002 -0.013 0.04
H -1.696 -5.634 0.597 0.020 -0.019 0.001 0.06
H -1.206 -5.027 2.185 0.012 -0.022 -0.002 0.06
Se -4.995 -1.552 -4.098 0.114 -0.137 -0.104 -0.02
Sb -4.059 -1.998 -1.820 -0.186 -0.410 0.437 -0.37
Se -5.601 -1.345 -0.076 0.160 0.100 -0.009 -0.25
Se -3.826 -4.408 -2.092 0.070 0.081 -0.305 -0.15
Se -2.067 -0.524 -1.551 -1.050 0.528 -0.157 0.02
O 0.486 1.408 0.074 -0.452 0.254 0.006 -0.63
S -0.769 2.243 -0.192 0.983 0.320 0.754 0.98
C -0.124 3.899 -0.477 -0.085 -0.016 -0.122 -0.35
C -1.009 4.946 -0.671 0.011 -0.036 -0.047 -0.07
C -0.508 6.213 -0.916 0.028 0.023 -0.009 -0.08
C 0.865 6.418 -0.984 0.017 -0.028 0.052 -0.09
C 1.736 5.358 -0.790 -0.081 0.025 0.069 -0.07
C 1.242 4.087 -0.529 0.110 0.042 0.104 -0.07
C -1.256 2.606 1.506 -0.313 0.095 -0.098 -0.36
C -2.590 2.856 1.774 -0.057 -0.085 0.040 -0.08
C -2.976 3.189 3.068 -0.016 0.019 -0.028 -0.08
C -2.028 3.262 4.076 0.071 -0.024 0.013 -0.10
C -0.692 2.985 3.799 -0.045 0.010 -0.027 -0.08
C -0.302 2.659 2.511 0.011 -0.023 0.058 -0.07
H -2.078 4.770 -0.652 -0.007 0.009 0.002 0.11
H -1.190 7.038 -1.077 -0.001 0.004 -0.026 0.10
H 1.255 7.401 -1.214 -0.011 0.008 -0.003 0.10
H 2.805 5.511 -0.872 0.006 -0.009 -0.013 0.11
H 1.906 3.244 -0.392 -0.033 -0.029 -0.042 0.11
H -3.330 2.765 0.987 0.012 -0.014 -0.013 0.12
H -4.019 3.380 3.284 -0.003 -0.008 0.009 0.10
H -2.325 3.529 5.083 -0.019 -0.032 0.008 0.09
H 0.049 3.025 4.588 -0.011 0.014 0.014 0.10
H 0.731 2.438 2.275 -0.004 -0.013 -0.030 0.11

---

# 2
29
Properties=species:S:1:pos:R:3:forces:R:3:lowdin_charge:R:1 method="wB97M-V/def2-TZVPD" charge=-1 gap_ev=5.742 homo_energy_ev=-5.0
O -3.859 2.859 1.774 2.290 -0.100 -0.027 0.08
N -2.637 3.075 1.758 -0.931 1.955 0.028 -0.32
O -2.149 4.228 1.772 -0.635 -1.963 -0.002 0.04
C -1.691 1.964 1.719 0.381 -0.327 0.013 -0.06
C -0.325 2.203 1.727 -0.665 -0.095 0.158 0.11
C 0.583 1.121 1.712 -1.236 -0.628 0.122 -0.11
N 1.998 1.334 1.858 2.577 0.050 0.179 -0.31
O 2.444 2.502 1.903 -1.189 -1.911 -0.134 0.05
O 2.726 0.324 1.953 -1.452 1.760 -0.163 0.06
C 0.120 -0.187 1.646 0.467 -0.135 -0.066 0.06
N -1.221 -0.391 1.666 -0.893 0.698 -0.060 -0.02
N -1.870 -1.595 1.691 -0.936 0.378 0.218 0.07
N -3.145 -1.321 1.786 1.900 0.774 -0.158 -0.02
N -3.387 0.016 1.810 1.303 0.226 -0.214 0.07
C -2.179 0.613 1.720 -0.631 -0.939 0.094 -0.19
H 0.059 3.215 1.810 -0.159 -0.136 -0.148 0.13
H 0.752 -1.064 1.599 -0.166 0.339 0.331 0.11
C 1.548 -2.095 -3.951 0.071 -0.056 1.690 -0.12
N 0.781 -1.171 -4.520 -0.319 0.355 -1.042 0.01
C 0.073 -0.306 -3.796 0.537 -0.677 1.739 -0.25
N 0.031 -0.254 -2.433 -0.793 0.956 -0.927 0.09
C 0.768 -1.135 -1.796 2.057 -2.463 -1.546 -0.34
C 1.608 -2.141 -2.558 -1.336 1.683 1.605 -0.26
N 2.269 -2.882 -1.635 0.330 -0.373 1.708 0.03
C 1.878 -2.391 -0.411 -0.550 0.479 -3.241 -0.22
N 0.982 -1.365 -0.473 0.011 0.113 0.187 0.04
H 2.125 -2.807 -4.539 -0.185 0.247 -0.259 0.09
H -0.532 0.431 -4.325 0.166 -0.213 0.106 0.08
H 2.250 -2.781 0.532 -0.015 0.003 -0.193 0.09

---

# 3
33
Properties=species:S:1:pos:R:3:forces:R:3:lowdin_charge:R:1 method="wB97M-V/def2-TZVPD" charge=+1 gap_ev="7.827 / 5.968" multiplicity=3 homo_energy_ev="-11.9 / -11.9" s_squared=2.0088
Pt 0.142 0.320 -0.971 -0.569 -0.485 -0.472 1.30
O 0.294 4.131 1.202 -0.310 0.154 0.184 0.19
C 0.104 3.062 0.468 0.328 -0.237 -0.178 -0.45
O 0.997 2.462 -0.110 -0.010 0.087 0.083 0.01
C -1.313 2.633 0.347 -0.233 0.151 0.054 -0.17
C -2.392 3.279 0.912 0.168 -0.028 -0.038 0.05
C -3.670 2.806 0.614 -0.079 -0.076 -0.077 0.02
C -3.820 1.757 -0.275 0.053 0.146 0.081 0.06
C -2.680 1.157 -0.795 -0.043 -0.373 -0.414 -0.14
N -1.469 1.571 -0.454 0.287 -0.023 0.204 -0.01
C -2.746 0.035 -1.852 -0.573 0.516 0.384 -0.57
O -3.819 -0.182 -2.362 0.240 -0.165 0.064 0.12
O -1.615 -0.529 -2.096 0.472 0.173 -0.022 -0.17
H 1.226 4.392 1.216 0.173 -0.079 -0.079 0.16
H -2.231 4.128 1.559 -0.030 0.014 -0.011 0.13
H -4.537 3.278 1.055 0.009 0.009 -0.006 0.13
H -4.786 1.382 -0.584 0.007 0.001 -0.022 0.14
N -0.149 -2.656 -2.613 0.392 -0.298 0.107 0.16
C 0.719 -2.605 -1.620 -0.243 -0.465 -0.307 -0.64
N 1.121 -1.464 -1.061 -0.019 1.075 0.638 -0.12
C 1.988 -1.687 0.017 0.384 -0.373 0.200 -0.32
C 2.581 -0.699 0.798 -0.119 -0.064 -0.216 -0.03
C 3.349 -1.087 1.882 0.011 -0.044 -0.009 -0.06
C 3.563 -2.435 2.156 0.056 0.012 0.082 -0.06
C 3.033 -3.425 1.344 -0.021 -0.089 -0.092 -0.06
C 2.247 -3.035 0.274 -0.177 0.281 -0.061 -0.44
S 1.405 -4.033 -0.898 0.011 0.100 -0.061 1.15
H -0.726 -1.839 -2.800 -0.181 0.150 -0.065 0.07
H -0.465 -3.544 -2.964 0.031 -0.067 0.024 0.13
H 2.467 0.348 0.536 -0.046 0.000 0.074 0.09
H 3.799 -0.336 2.517 0.017 0.007 -0.028 0.11
H 4.162 -2.715 3.012 0.014 -0.014 -0.025 0.12
H 3.223 -4.470 1.548 0.001 0.002 0.006 0.12

---

# 4
19
Properties=species:S:1:pos:R:3:forces:R:3:lowdin_charge:R:1 method="wB97M-V/def2-TZVPD" charge=-2 gap_ev=2.883 homo_energy_ev=-0.2
Hf 2.133 -0.644 -0.467 -0.128 2.790 3.446 1.16
Br 2.747 1.174 -3.352 -0.182 -1.368 1.212 -0.46
Br 2.579 -2.695 1.299 0.401 1.511 -1.177 -0.09
Br 2.975 1.715 0.306 0.505 -1.326 -0.915 0.01
Cl -3.091 -0.193 0.094 9.070 1.617 -10.394 0.67
O -2.210 0.046 1.130 0.448 1.739 7.163 -0.38
O -3.528 -1.487 -0.035 -4.954 -6.382 1.866 -0.41
O -3.851 0.792 -0.581 -4.752 3.126 1.328 -0.40
O -1.224 3.719 -0.453 -0.132 -0.110 -0.072 -0.38
Cl 0.750 1.320 2.805 -2.953 0.093 -0.262 0.67
O 2.020 1.826 3.245 0.991 -1.496 -1.003 -0.40
O 0.115 0.567 3.840 0.964 -1.780 0.119 -0.34
O -0.090 2.432 2.613 -0.416 1.231 -1.573 -0.33
O 0.549 0.412 1.415 1.938 0.371 1.528 -0.59
Cl -0.093 -1.756 -2.466 2.536 -1.146 1.188 0.69
O -0.597 -0.512 -2.133 -1.590 1.089 0.668 -0.26
O 0.962 -2.045 -1.169 -1.130 0.602 -2.169 -0.64
O -0.810 -2.933 -2.474 -2.729 -1.199 1.084 -0.23
O 0.665 -1.737 -3.617 2.115 0.638 -2.035 -0.29

---

# 5
6
Properties=species:S:1:pos:R:3:forces:R:3:lowdin_charge:R:1 method="wB97M-V/def2-TZVPD" gap_ev=12.412 homo_energy_ev=-11.6 relative_energy_kcal_mol=4.8 smiles=CC#N
C 0.063 -1.139 0.116 -0.491 -2.014 -0.519 -0.09
C -0.023 0.244 -0.039 0.569 3.627 0.038 -0.34
H -0.631 -1.495 -0.688 0.869 -0.606 0.758 0.11
H 1.105 -1.508 0.053 -0.703 0.100 -0.274 0.10
H -0.336 -1.378 1.097 -0.118 -0.364 0.047 0.09
N -0.054 1.393 -0.132 -0.125 -0.742 -0.050 0.14

---

# 6
18
Properties=species:S:1:pos:R:3:forces:R:3:lowdin_charge:R:1 method="wB97M-V/def2-TZVPD" gap_ev=8.667 homo_energy_ev=-8.1 relative_energy_kcal_mol=96.2
C 1.312 0.217 -1.076 0.381 1.347 0.278 -0.06
C -0.040 -0.207 -1.111 -2.870 0.651 0.631 -0.41
C 0.351 1.282 1.307 -0.763 -0.784 -1.588 -0.46
C -2.112 1.449 1.324 -1.350 -1.732 -0.034 -0.11
C 2.128 -1.773 0.084 1.677 3.308 0.760 0.04
N -1.056 0.213 -0.346 1.393 -1.358 -2.346 0.07
N -0.825 1.030 0.730 0.818 1.410 1.496 -0.32
N -0.299 -0.894 -2.304 -2.374 -0.633 2.300 0.13
O 2.259 -0.493 -0.668 1.250 -0.644 0.044 -0.09
Cl 0.164 2.460 2.590 0.223 -0.067 -0.019 0.57
H -2.417 2.490 1.409 0.779 0.218 -0.607 0.07
H -2.901 0.882 0.749 0.873 0.687 0.794 0.09
H -2.043 1.084 2.351 -0.518 -0.006 -0.057 0.06
H 2.555 -2.477 -0.545 1.296 -1.463 -0.747 0.07
H 1.118 -1.957 0.134 -2.357 -0.511 0.952 0.06
H 2.699 -1.470 1.010 -0.956 -1.158 -0.804 0.13
H 0.362 -0.781 -2.990 1.671 0.275 -1.785 0.05
H -1.256 -1.056 -2.650 0.826 0.459 0.732 0.12

---

# 7
15
Properties=species:S:1:pos:R:3:forces:R:3:lowdin_charge:R:1 method="wB97M-V/def2-TZVPD" gap_ev=8.825 homo_energy_ev=-10.3
C -2.174 -0.225 -0.090 -2.278 0.345 -1.421 -0.10
C -1.571 -0.098 1.090 2.732 1.062 4.380 -0.08
C -1.432 -0.181 -1.252 1.208 -0.846 -2.241 -0.07
C -0.156 0.071 1.239 -1.838 0.311 -3.481 -0.06
C -0.057 -0.001 -1.231 -0.872 -0.148 2.140 -0.05
C 0.552 0.202 0.034 0.563 -1.490 1.095 -0.34
F 3.072 -1.666 -0.487 -1.437 3.775 1.377 -0.47
F 2.552 1.131 -1.098 0.867 -0.877 1.083 -0.23
P 2.333 0.320 0.269 0.618 -1.310 -2.665 0.51
S 3.173 0.982 1.840 -0.350 -0.703 -0.927 0.36
H -3.274 -0.243 -0.144 0.618 -0.295 0.025 0.12
H -2.019 0.038 2.092 -0.717 -0.539 -1.001 0.12
H -1.781 -0.450 -2.283 -0.422 0.532 1.312 0.13
H 0.319 0.270 2.155 0.354 -0.060 1.135 0.07
H 0.463 -0.148 -2.132 0.953 0.245 -0.810 0.10

---

no.,E_tot (a.u.)
1,-13297.47737
2,-1232.44361
3,-1522.03360
4,-10052.53734
5,-132.74409
6,-894.79308
7,-1170.89614